The following is a DFT calculation (the ωB97M-V functional and the def2-TZVPD basis) of 9 unconnected molecules or ions with the total composition C14H30BCl16P in a non-equilibrium geometry.

The calculation puts the molar mass at 807.43 g/mol. For the electronic energy, the calculation gives -8280.6332 hartree. The frontier orbital gap is 8.06 eV.

Last column: natural (NBO) charge in e.
Cartesian coordinates (Å):
C -3.3144 5.7520 0.5747  -0.383
C -3.5533 4.7490 -0.2649  -0.529
B -4.4855 3.5378 0.1000  0.522
C -6.0067 3.4928 -0.2877  -1.015
P -3.6337 2.1169 1.0421  0.486
C -4.8571 0.7462 1.3212  -0.919
C -2.3650 1.5060 -0.1999  -0.661
C -1.0178 2.2242 0.0666  -0.618
H -2.7997 6.6446 0.2347  0.193
H -3.6021 5.6998 1.6185  0.191
H -3.0951 4.7259 -1.2547  0.219
H -6.1531 2.6827 -1.0071  0.256
H -6.4102 4.4336 -0.6614  0.227
H -6.5825 3.2001 0.5977  0.245
H -4.4891 -0.1733 0.8635  0.230
H -4.9378 0.5769 2.3909  0.233
H -5.8314 0.9873 0.8990  0.226
H -2.6976 1.7675 -1.2034  0.213
H -2.2518 0.4289 -0.1161  0.235
H -0.9589 2.6037 1.0860  0.215
H -0.8986 3.0804 -0.5963  0.210
H -0.1977 1.5281 -0.1165  0.202
Cl -0.4948 -1.1086 -1.3084  -0.026
C 0.9258 -1.3969 -0.2930  -0.396
Cl 2.4171 -0.9487 -1.1300  -0.033
H 0.8394 -0.7999 0.6084  0.224
H 0.9707 -2.4515 -0.0492  0.232
Cl 5.0527 -5.7596 -0.1454  -0.024
C 4.3189 -4.3983 -0.9956  -0.395
Cl 2.5609 -4.5493 -1.1154  -0.032
H 4.5518 -3.4866 -0.4564  0.229
H 4.7247 -4.3625 -1.9998  0.222
Cl 7.2225 -3.8039 2.0329  -0.024
C 6.2821 -4.4047 3.4011  -0.394
Cl 4.6123 -3.8261 3.3608  -0.029
H 6.2705 -5.4875 3.3622  0.225
H 6.7450 -4.0594 4.3176  0.222
Cl -6.4779 1.7033 -3.5626  -0.023
C -8.2293 1.7415 -3.3225  -0.394
Cl -8.7029 1.0377 -1.7719  -0.021
H -8.5570 2.7738 -3.3483  0.223
H -8.6964 1.1711 -4.1161  0.224
Cl 1.5609 -3.5646 5.7972  -0.017
C 1.3354 -2.0280 4.9572  -0.395
Cl 0.4669 -2.2239 3.4312  -0.026
H 0.7607 -1.3674 5.5958  0.216
H 2.3096 -1.6018 4.7478  0.225
Cl -1.8313 0.4803 3.6128  -0.015
C -2.6274 0.3094 5.1826  -0.394
Cl -4.1701 -0.5450 5.0777  -0.021
H -1.9759 -0.2550 5.8396  0.214
H -2.8079 1.3000 5.5829  0.224
Cl 7.3506 0.4001 -3.9949  -0.030
C 5.9519 0.2804 -2.9198  -0.391
Cl 5.3241 -1.3692 -2.8372  -0.024
H 6.2551 0.5868 -1.9259  0.226
H 5.1696 0.9275 -3.2980  0.228
Cl 9.1786 -1.7801 -7.9356  -0.028
C 8.1747 -2.2009 -6.5418  -0.396
Cl 6.7924 -3.2028 -6.9999  -0.026
H 8.7811 -2.7528 -5.8337  0.220
H 7.8044 -1.2881 -6.0935  0.226

The following is a DFT calculation (the ωB97M-V functional and the def2-TZVPD basis) of a single C3H4N2O molecule.

The calculation puts the relative energy (zero: lowest compared OMol25 entry of this formula, charge and spin) at 129.6 kJ/mol. The calculation puts the molar mass at 84.08 g/mol. For the electronic energy, the calculation gives -301.4379 hartree. The frontier orbital gap is 10.60 eV.

Last column: natural (NBO) charge in e.
Cartesian coordinates (Å):
O -1.9172 -0.9935 0.1444  -0.640
C -0.7027 -0.4265 0.1924  0.439
N 0.3488 -1.0962 0.4671  -0.425
C 1.4167 -0.1990 0.0935  -0.137
N 0.8968 1.1415 -0.1338  -0.340
C -0.3718 0.9859 -0.1130  -0.033
H -2.5682 -0.3565 -0.1695  0.484
H 2.3258 -0.2029 0.6995  0.218
H 1.6524 -0.6464 -0.8789  0.235
H -1.0805 1.7936 -0.3018  0.200

The following is a DFT calculation (the ωB97M-V functional and the def2-TZVPD basis) of a gas-phase ion, C6H12N (charge +1) in a non-equilibrium geometry.

The calculation puts the relative energy (zero: lowest compared OMol25 entry of this formula, charge and spin) at 177.6 kJ/mol. The calculation puts the molar mass at 98.17 g/mol. As for the expectation value of S²: 2.018. Its spin multiplicity is 3. For the electronic energy, the calculation gives -290.0852 hartree. Its charge is +1. The frontier orbital gap (spin up / spin down) is 5.61 / 6.00 eV.

Last column: natural (NBO) charge in e.
Cartesian coordinates (Å):
C 0.3203 -1.4401 -2.3532  -0.013
C 0.3144 0.1658 0.6618  0.120
C 0.8596 1.3876 1.1658  -0.697
C -1.6189 0.8066 -0.1707  -0.570
C 0.4686 -1.1117 1.3613  -0.697
C -0.3119 0.1750 -0.7545  -0.202
N -0.4060 -1.1005 -1.3651  0.069
H 1.0695 -0.7766 -2.8726  0.284
H 0.3992 -2.4914 -2.6496  0.270
H 0.2913 1.7147 1.9864  0.242
H 0.9950 2.2994 0.4899  0.234
H 1.8567 0.9946 1.4200  0.254
H -2.0208 0.0911 0.5500  0.239
H -1.4107 1.8049 0.2297  0.251
H -2.2838 0.9346 -1.0964  0.224
H -0.5034 -1.5615 1.5715  0.227
H 0.9077 -0.8794 2.3434  0.257
H 0.8810 -1.9643 0.7582  0.224
H 0.1921 0.9511 -1.2758  0.285

The following is a DFT calculation (the ωB97M-V functional and the def2-TZVPD basis) of a molecular structure, C36H31N5O5OsS2 in a non-equilibrium geometry.

The calculation puts the relative energy (zero: lowest compared OMol25 entry of this formula, charge and spin) at 0.0 kJ/mol. The calculation puts the molar mass at 868.04 g/mol. As for the expectation value of S²: 6.056. Its spin multiplicity is 5. For the electronic energy, the calculation gives -2926.9201 hartree. Its charge is +2. The frontier orbital gap (spin up / spin down) is 5.95 / 3.97 eV.

Last column: Löwdin spin population.
Cartesian coordinates (Å):
Os 0.1595 -0.1601 -0.7820  2.498
O -3.0958 -4.2839 3.6514  0.004
C -2.1330 -3.5976 3.9700  0.003
O -1.4400 -3.4479 4.9801  0.004
C -1.6107 -2.7107 2.7828  0.035
C -2.1250 -2.8743 1.4996  0.006
C -1.6088 -2.1071 0.4780  0.021
N -0.6570 -1.1925 0.7389  0.025
C -0.1329 -1.0251 1.9685  0.024
C -0.5962 -1.7823 3.0180  0.003
C 0.9721 -0.0534 2.0094  0.017
C 1.6386 0.3001 3.1692  -0.001
C 2.6851 1.2083 3.1004  0.016
C 3.0474 1.7477 1.8729  0.000
C 2.3523 1.3580 0.7489  0.017
N 1.3365 0.4824 0.8126  0.022
C -1.9417 -2.1984 -0.9579  0.016
C -2.8984 -3.0504 -1.4708  0.000
C -3.0915 -3.1029 -2.8455  0.021
C -2.3178 -2.3066 -3.6797  0.001
C -1.3799 -1.4723 -3.1158  0.016
N -1.1987 -1.4059 -1.7850  0.023
H -2.9039 -3.6161 1.3604  0.000
H -0.2011 -1.7301 4.0269  0.000
H 1.3455 -0.1355 4.1133  0.000
H 3.2153 1.4899 4.0002  0.001
H 3.8573 2.4558 1.7806  0.000
H 2.5994 1.7341 -0.2347  0.001
H -3.4819 -3.6700 -0.8060  0.000
H -3.8360 -3.7690 -3.2601  0.001
H -2.4292 -2.3346 -4.7533  0.000
H -0.7413 -0.8464 -3.7216  0.000
C 2.8484 -3.4998 3.0151  0.001
C 2.7692 -2.9545 1.6237  0.009
C 3.6697 -1.9720 1.1874  0.012
C 3.6159 -1.4670 -0.0968  0.005
C 2.6285 -1.9384 -0.9597  0.036
C 1.7513 -2.9544 -0.5686  0.030
C 1.8261 -3.4482 0.7236  0.002
S 2.4997 -1.2943 -2.5811  0.012
O 1.6257 -2.1243 -3.3491  0.035
O 3.7736 -0.8882 -3.0706  0.012
N 1.5597 0.1089 -2.2720  0.384
C 1.4195 1.0514 -3.2523  0.042
C 2.3100 1.3002 -4.2990  0.143
C 2.0178 2.2948 -5.2390  -0.004
C 0.8594 3.0312 -5.1654  0.165
C -0.0764 2.8003 -4.1185  0.010
C -1.3082 3.4749 -4.0059  0.027
C -2.1654 3.1535 -2.9835  -0.002
C -1.7856 2.1771 -2.0579  0.031
N -0.6247 1.5413 -2.1344  0.118
C 0.2176 1.8259 -3.1568  0.044
H 3.1941 -2.7443 3.7199  0.000
H 3.5629 -4.3246 3.0497  0.001
H 1.8869 -3.8854 3.3515  0.000
H 4.4339 -1.6168 1.8668  0.000
H 4.3293 -0.7290 -0.4370  0.000
H 1.0545 -3.3692 -1.2856  0.001
H 1.1559 -4.2396 1.0348  0.000
H 3.2273 0.7369 -4.3874  0.006
H 2.7250 2.4729 -6.0362  -0.003
H 0.6420 3.7895 -5.9057  0.007
H -1.5712 4.2310 -4.7343  0.001
H -3.1246 3.6382 -2.8788  0.000
H -2.4202 1.9065 -1.2255  0.002
O -1.3774 1.4130 0.7646  0.085
S -0.9767 2.6359 1.5835  0.008
C -2.1847 3.9403 1.1995  0.003
C -2.7585 4.4063 2.5322  0.001
C -2.9621 3.1351 3.3534  0.000
C -1.6479 2.3700 3.2537  0.003
H -2.9440 3.4321 0.6009  0.000
H -1.7045 4.7161 0.6072  0.000
H -3.6846 4.9583 2.3770  0.000
H -2.0600 5.0781 3.0349  0.000
H -3.7763 2.5408 2.9364  0.000
H -3.2069 3.3495 4.3920  0.000
H -1.7311 1.2889 3.3709  0.000
H -0.9010 2.7482 3.9527  0.000